C5H13Cl2LaTb | ωB97M-V with the def2-TZVPD basis set

Geometry as ORCA input:
```
! wB97M-V def2-TZVPD RIJCOSX def2/J DEFGRID3
* xyz -1 7
Tb -1.66590 2.06179 -0.33877
H 3.01262 -1.17563 1.52794
La 0.49472 -1.04876 1.70356
C -0.29540 3.68691 -1.34002
H 0.80377 3.56173 -1.26291
H 2.92618 -0.52348 3.26691
H -2.53275 -0.06034 -2.14390
Cl 0.19301 -4.17179 2.28483
C 2.69148 -1.40630 2.61041
H -0.57356 -3.51363 0.14825
H 3.13562 -2.35793 3.00257
Cl -2.79061 2.73669 1.72885
H 1.19158 -3.74206 0.23554
H -3.87853 0.96687 -1.56322
H 0.98318 0.07510 -0.77595
H -2.89445 1.53846 -2.93539
C 1.21370 -1.08994 -0.46297
C -2.85890 0.99304 -1.98120
C 0.34284 -3.31919 0.76051
H -0.42203 3.99667 -2.39200
H 1.41298 -1.82861 -1.28606
H -0.48955 4.62038 -0.78699
*
```

Properties
Frontier orbital gap (alpha / beta) in eV: 4.02 / 4.32
Relative energy (zero: lowest compared OMol25 entry of this formula, charge and spin) in eV: 0.000
E_HOMO (alpha / beta) in eV: -2.30 / -2.43